No. 1
This record from OMol25 describes a single C19H23NO3S molecule at a distorted geometry. The level of theory is ωB97M-V with the def2-TZVPD basis set.

Last column: Löwdin charge in e.
Atoms and positions in Å:
C  4.746  -3.191  0.486  -0.071
O  4.533  -2.031  -0.313  -0.079
C  3.748  -1.001  0.267  -0.101
C  3.111  -1.229  1.540  -0.058
C  2.285  -0.363  1.935  -0.126
C  1.925  0.859  1.396  -0.332
C  2.425  0.931  0.229  -0.030
C  3.295  0.086  -0.593  -0.177
O  3.834  0.123  -1.802  -0.073
C  3.767  1.209  -2.498  -0.214
H  4.056  2.342  -1.960  0.153
H  2.576  1.517  -2.864  0.127
H  4.331  0.896  -3.506  0.131
H  2.317  2.033  -0.474  0.185
C  1.061  2.003  1.751  -0.112
H  1.033  2.858  1.349  0.031
H  1.424  2.164  2.930  0.169
C  -0.418  1.464  2.043  -0.090
N  -0.702  1.028  0.655  0.082
C  -1.476  1.652  -0.125  -0.681
O  -1.872  2.748  -0.224  0.114
C  -1.774  0.914  -1.381  -0.596
C  -0.387  0.993  -2.316  -0.091
H  -0.190  1.969  -2.394  -0.005
H  -0.528  0.536  -3.562  0.168
H  0.526  0.425  -1.852  0.074
H  -2.477  1.074  -2.095  0.057
S  -2.011  -0.786  -1.272  0.945
C  -3.742  -0.968  -0.400  -0.367
C  -4.289  0.180  -0.037  -0.177
C  -5.576  0.227  0.400  -0.016
C  -6.222  -1.143  0.489  -0.036
C  -5.492  -2.225  0.238  -0.143
C  -4.288  -2.303  -0.367  -0.029
H  -3.770  -3.129  -0.659  0.079
H  -5.942  -3.031  0.379  0.039
H  -7.148  -1.179  0.881  0.059
H  -6.098  1.036  1.026  0.131
H  -3.893  1.236  -0.200  0.132
H  -0.586  0.121  0.604  0.049
H  -0.400  0.693  2.912  0.129
H  -1.189  2.429  2.405  0.193
H  1.766  -0.332  3.116  0.186
H  3.206  -2.208  2.198  0.167
H  5.140  -2.908  1.250  -0.016
H  3.953  -3.834  0.634  0.067
H  5.411  -3.886  -0.220  0.153

Summary:
Total charge: 0
LUMO level in eV: 0.63
SMILES: COc1ccc(CCNC(=O)[C@@H](C)Sc2ccccc2)cc1OC
Energy above the lowest of the compared OMol25 structures with the same formula, charge and spin in kcal per mole: 334.68
Gap between HOMO and LUMO in eV: 8.745

=====

No. 2
This record from OMol25 describes a single C2H2ClO2P molecule at a distorted geometry. The level of theory is ωB97M-V with the def2-TZVPD basis set.

Last column: Löwdin charge in e.
Atoms and positions in Å:
C  0.204  1.935  -3.497  -0.372
C  0.270  -0.139  0.099  -0.449
O  -0.815  2.483  -3.447  0.086
O  2.370  0.287  -3.930  -0.502
P  0.963  0.343  -3.552  0.589
Cl  1.266  0.427  -1.103  0.640
H  0.095  -1.200  0.112  0.003
H  -0.481  0.542  0.467  0.005

Summary:
Total charge: 0
LUMO level (alpha / beta) in eV: -1.03 / -0.80
Energy above the lowest of the compared OMol25 structures with the same formula, charge and spin in kcal per mole: 117.83
Gap between HOMO and LUMO (alpha / beta) in eV: 6.696 / 8.059

=====

No. 3
This record from OMol25 describes a molecular structure, C19H16AlCl3N5O3. The level of theory is ωB97M-V with the def2-TZVPD basis set.

Last column: Löwdin charge in e.
Atoms and positions in Å:
Al  0.358  0.170  -0.812  0.038
Cl  6.435  3.446  -0.197  0.715
C  4.784  2.940  -0.224  -0.661
C  4.487  1.609  -0.459  -0.103
C  3.156  1.253  -0.469  -0.463
Cl  2.681  -0.424  -0.744  0.963
C  2.105  2.145  -0.265  -0.379
O  0.831  1.736  -0.291  -0.052
C  2.449  3.472  -0.031  -0.578
Cl  1.195  4.622  0.234  0.754
C  3.777  3.867  -0.010  -0.103
H  5.270  0.883  -0.627  0.121
H  4.019  4.905  0.172  0.117
O  1.522  -0.637  -4.515  0.171
C  0.438  -0.519  -4.035  -0.340
N  0.168  -0.264  -2.657  0.157
C  -1.154  -0.155  -2.491  -0.315
O  -1.504  0.110  -1.292  0.092
C  -1.895  -0.347  -3.740  -0.081
C  -3.238  -0.329  -4.051  0.023
C  -3.577  -0.539  -5.384  -0.039
C  -2.598  -0.752  -6.350  -0.028
C  -1.242  -0.764  -6.023  0.027
C  -0.913  -0.560  -4.705  -0.071
H  -3.993  -0.154  -3.296  0.128
H  -4.619  -0.534  -5.678  0.116
H  -2.898  -0.912  -7.378  0.118
H  -0.476  -0.929  -6.769  0.133
C  0.122  -1.833  5.385  -0.069
C  -1.231  -1.294  4.931  -0.409
C  -1.202  0.220  4.739  -0.068
C  -1.749  -2.012  3.684  -0.084
N  -0.923  -1.756  2.493  -0.055
C  -1.018  -0.793  1.596  -0.049
N  -0.016  -0.949  0.753  0.010
N  0.703  -2.024  1.167  0.056
N  0.160  -2.511  2.209  0.123
H  0.411  -1.365  6.326  0.088
H  0.907  -1.616  4.656  0.073
H  0.095  -2.913  5.539  0.086
H  -1.973  -1.529  5.699  0.144
H  -0.427  0.518  4.025  0.077
H  -0.969  0.715  5.681  0.090
H  -2.164  0.607  4.393  0.084
H  -2.757  -1.680  3.440  0.135
H  -1.757  -3.091  3.822  0.136
H  -1.781  -0.033  1.548  0.170

Summary:
Total charge: +1
LUMO level in eV: -3.62
Energy above the lowest of the compared OMol25 structures with the same formula, charge and spin in kcal per mole: 0.00
Gap between HOMO and LUMO in eV: 7.711

=====

No. 4
This record from OMol25 describes a gas-phase ion, C4H8NO (charge +1) at a distorted geometry. The level of theory is ωB97M-V with the def2-TZVPD basis set.

Last column: Löwdin charge in e.
Atoms and positions in Å:
C  -0.859  0.317  -0.196  -0.100
C  -1.067  0.592  2.387  -0.025
C  -0.127  0.234  -1.547  0.030
C  1.746  -0.877  -0.851  0.049
N  -0.465  0.515  1.255  -0.033
O  0.863  -0.431  -1.831  0.080
H  -1.431  -0.672  -0.358  0.186
H  -1.616  1.040  -0.366  0.109
H  -0.456  0.952  3.318  0.114
H  -2.143  0.453  2.726  0.098
H  -0.595  0.703  -2.411  0.176
H  2.616  -0.280  -1.103  0.141
H  2.060  -1.818  -1.130  0.105
H  1.472  -0.728  0.107  0.069

Summary:
Total charge: +1
LUMO level in eV: -5.60
Energy above the lowest of the compared OMol25 structures with the same formula, charge and spin in kcal per mole: 93.78
Gap between HOMO and LUMO in eV: 8.011

=====

No. 5
This record from OMol25 describes a single C6H11NO molecule at a distorted geometry. The level of theory is ωB97M-V with the def2-TZVPD basis set.

Last column: Löwdin charge in e.
Atoms and positions in Å:
C  -0.083  0.649  -0.836  -0.320
C  1.500  0.284  1.185  -0.026
C  -2.017  -0.085  0.663  -0.048
C  1.322  0.198  -0.300  -0.387
C  -1.016  -0.444  -0.386  -0.321
C  -0.804  -1.691  -0.803  0.056
O  -0.490  1.905  -0.343  -0.023
N  2.182  -0.096  -1.168  0.144
H  0.107  2.574  -0.693  0.107
H  -0.002  0.650  -1.931  0.147
H  3.062  -0.465  -0.811  0.057
H  1.130  -0.635  1.639  0.088
H  2.550  0.417  1.443  0.080
H  0.926  1.108  1.604  0.077
H  -2.583  0.797  0.372  0.082
H  -1.521  0.152  1.603  0.081
H  -2.725  -0.896  0.820  0.080
H  -1.418  -2.505  -0.456  0.061
H  -0.119  -1.916  -1.603  0.067

Summary:
Total charge: 0
LUMO level in eV: 0.80
SMILES: [H]/N=C(\C)[C@H](O)C(=C)C
Energy above the lowest of the compared OMol25 structures with the same formula, charge and spin in kcal per mole: 36.43
Gap between HOMO and LUMO in eV: 9.868

=====

No. 6
This record from OMol25 describes a molecular structure, C32H33CaN7O4PSSe at a distorted geometry. The level of theory is ωB97M-V with the def2-TZVPD basis set.

Last column: Löwdin charge in e.
Atoms and positions in Å:
Ca  -0.152  0.798  -0.074  1.313
Se  4.829  3.993  -5.381  1.163
N  4.727  4.085  -3.612  -0.214
C  3.659  3.417  -3.282  -0.341
C  3.215  3.250  -1.895  -0.079
C  3.907  3.796  -0.815  0.027
C  3.441  3.590  0.463  -0.018
C  2.284  2.845  0.633  -0.129
N  1.595  2.334  -0.390  0.001
C  2.059  2.520  -1.645  -0.133
C  1.287  1.903  -2.758  -0.136
N  0.193  1.181  -2.427  0.026
C  -0.513  0.605  -3.397  -0.093
C  -0.183  0.723  -4.741  -0.019
C  0.929  1.456  -5.082  0.025
C  1.689  2.056  -4.077  -0.081
C  2.901  2.831  -4.362  -0.341
N  3.354  3.025  -5.567  -0.213
H  4.810  4.366  -1.006  0.127
H  3.964  3.986  1.325  0.120
H  1.905  2.617  1.625  0.120
H  -1.371  0.017  -3.085  0.106
H  -0.792  0.239  -5.493  0.118
H  1.237  1.576  -6.114  0.126
N  -4.430  0.375  0.920  0.132
C  -5.115  -0.753  0.384  -0.233
C  -6.470  -0.908  0.604  -0.020
C  -7.137  -2.009  0.080  -0.072
C  -6.449  -2.934  -0.687  -0.074
C  -5.090  -2.758  -0.925  -0.093
C  -4.420  -1.681  -0.373  -0.452
S  -2.676  -1.527  -0.597  1.030
N  -2.429  0.135  -0.268  -0.330
C  -3.262  0.835  0.408  -0.356
C  -2.936  2.290  0.642  -0.190
C  -3.931  3.232  0.804  0.001
C  -3.573  4.560  0.999  -0.028
C  -2.235  4.896  1.028  -0.032
C  -1.303  3.891  0.840  -0.101
N  -1.632  2.612  0.645  0.032
H  -4.986  1.016  1.455  0.129
H  -7.009  -0.174  1.196  0.117
H  -8.196  -2.135  0.271  0.110
H  -6.962  -3.793  -1.103  0.111
H  -4.543  -3.473  -1.532  0.112
H  -4.976  2.953  0.746  0.120
H  -4.336  5.319  1.119  0.122
H  -1.911  5.915  1.184  0.117
H  -0.243  4.119  0.841  0.104
C  1.338  -2.870  4.035  -0.021
C  0.197  -3.234  3.103  -0.608
C  0.477  -4.503  2.317  -0.016
C  -1.106  -3.349  3.866  -0.029
O  -0.053  -2.133  2.173  -0.145
P  0.838  -1.303  1.193  0.199
O  0.206  -1.312  -0.184  -0.467
O  0.940  0.132  1.671  -0.411
O  2.215  -2.058  1.224  -0.162
C  3.410  -1.858  0.398  -0.600
C  3.987  -0.482  0.682  -0.020
C  3.083  -2.032  -1.080  -0.024
C  4.353  -2.945  0.864  -0.025
H  1.434  -3.647  4.795  0.095
H  1.132  -1.920  4.534  0.097
H  2.287  -2.788  3.500  0.074
H  0.536  -5.352  3.003  0.095
H  1.418  -4.430  1.773  0.075
H  -0.330  -4.687  1.603  0.095
H  -1.043  -4.170  4.583  0.093
H  -1.932  -3.544  3.179  0.090
H  -1.311  -2.424  4.408  0.091
H  3.294  0.305  0.377  0.056
H  4.919  -0.359  0.128  0.096
H  4.189  -0.360  1.748  0.101
H  2.389  -1.270  -1.437  0.065
H  2.628  -3.007  -1.263  0.099
H  4.010  -1.963  -1.652  0.095
H  4.531  -2.857  1.938  0.092
H  5.309  -2.861  0.342  0.095
H  3.929  -3.931  0.659  0.092

Summary:
Total charge: +1
LUMO level in eV: -3.07
Gap between HOMO and LUMO in eV: 6.899

=====

> What is the total charge in the first record?

0

=====

> What is the total charge in the sixth record?

+1